[1]
ORCA calculation (ωB97M-V/def2-TZVPD) on a structure of composition C17H36N7O5P2SbSe4V at a distorted geometry.

The geometry in XYZ format:
```
73
Properties=species:S:1:pos:R:3:forces:R:3:lowdin_charge:R:1
V -0.484341 0.479970 -0.068010 -1.4 -1.6 0.5 0.50
C -2.472181 1.597255 4.984443 0.0 -0.2 0.0 -0.10
N -1.894811 1.457862 3.659516 -0.5 -0.9 -0.6 -0.30
C -1.611164 2.729851 3.016549 0.3 0.4 -0.4 -0.15
P -2.107478 0.091267 2.742846 -0.7 0.0 2.1 0.58
O -1.919837 0.300786 1.299999 0.7 -0.2 -0.9 -0.44
O -0.835260 -0.798287 3.355865 0.4 -0.1 -0.6 -0.26
P 0.482384 -1.154358 2.533752 -0.6 -1.5 3.2 0.53
O 0.720620 -0.359525 1.328137 0.6 0.8 -1.8 -0.30
N 1.663637 -0.795032 3.663360 -0.8 -0.3 -0.9 -0.28
C 3.023568 -0.967023 3.200288 0.2 0.0 -0.2 -0.10
C 1.486811 -1.009999 5.082691 -0.2 0.0 0.3 -0.10
N 0.259941 -2.770458 2.181688 0.4 1.1 -0.1 -0.28
C 0.909950 -3.379829 1.043871 0.1 0.0 -0.3 -0.10
C -0.067074 -3.694084 3.245058 -0.2 -0.1 0.3 -0.09
N -3.327518 -0.999528 2.971541 0.6 0.9 0.1 -0.28
C -3.779412 -1.408710 4.283183 0.2 -0.1 0.2 -0.11
C -4.409988 -1.011674 1.993667 -0.3 0.1 -0.5 -0.14
H -3.511675 1.933473 4.934491 0.0 0.0 0.0 0.08
H -1.887101 2.335289 5.534178 0.0 0.0 0.0 0.09
H -2.414985 0.651298 5.516449 -0.1 0.0 0.2 0.06
H -2.446462 3.423711 3.137770 0.0 -0.2 -0.2 0.04
H -1.421792 2.576384 1.948588 -0.2 0.2 0.4 0.00
H -0.712097 3.166563 3.460128 0.1 -0.1 0.1 0.09
H 3.054831 -0.788896 2.125692 0.2 0.0 0.0 0.06
H 3.405627 -1.973566 3.409011 0.0 0.0 0.0 0.09
H 3.666385 -0.238486 3.699265 0.0 0.0 -0.1 0.10
H 0.440898 -0.867475 5.344584 0.1 0.0 0.1 0.08
H 2.084621 -0.273528 5.626269 0.0 -0.1 0.0 0.09
H 1.804516 -2.010933 5.396607 0.0 0.0 0.0 0.09
H 1.208121 -2.595956 0.351228 0.0 -0.1 -0.1 0.05
H 0.209919 -4.059205 0.548422 0.1 0.1 0.0 0.10
H 1.796871 -3.956976 1.334474 0.0 0.1 0.0 0.09
H -0.514587 -3.146053 4.070900 -0.1 -0.1 0.1 0.07
H 0.817061 -4.236163 3.604378 0.0 0.1 0.0 0.09
H -0.792078 -4.425380 2.879024 0.0 0.0 0.0 0.10
H -2.941659 -1.434451 4.975677 0.0 -0.1 0.2 0.07
H -4.188099 -2.419318 4.198617 0.0 0.1 0.1 0.09
H -4.557459 -0.741250 4.663829 0.0 0.0 0.1 0.10
H -4.019408 -0.724235 1.018513 -0.3 0.0 0.0 0.02
H -5.218712 -0.327877 2.271484 0.2 -0.1 -0.1 0.03
H -4.794768 -2.029142 1.925258 0.1 -0.1 0.0 0.09
N 1.224616 -0.004460 -3.638569 0.0 0.3 0.6 0.22
C 0.357704 0.114251 -2.621281 -0.2 -0.6 -1.9 -0.50
O 0.725393 0.604223 -1.542557 1.2 0.1 -0.1 -0.19
C -1.051438 -0.377870 -2.773519 0.1 -0.1 0.3 -0.18
C -1.479742 -0.772232 -1.358949 0.0 -0.2 -0.1 -0.23
H 2.175724 0.296637 -3.486295 -0.1 0.0 0.0 0.12
H 0.949730 -0.318666 -4.553176 -0.1 0.0 0.1 0.12
H -1.123659 -1.190332 -3.508758 0.1 0.2 0.1 0.12
H -1.697947 0.443999 -3.123908 0.2 -0.1 0.1 0.12
H -0.997941 -1.729788 -1.078364 0.0 0.0 0.0 0.07
H -2.569277 -0.913332 -1.308176 0.2 0.4 0.3 0.00
Se -4.554913 4.507018 -1.455796 0.9 -0.7 0.3 -0.22
Sb -3.899510 2.364721 -0.398746 -3.7 1.0 -0.3 -0.22
Se -4.828795 2.458014 1.873044 0.7 -0.2 0.2 -0.04
Se -5.016938 0.527711 -1.587231 0.9 -0.1 0.1 -0.12
Se -1.351496 2.304010 -0.737008 0.4 2.5 -0.9 0.47
N 7.375845 -1.216971 1.571903 0.1 0.1 0.1 0.18
C 6.663637 -2.018629 0.741655 0.6 -0.2 0.3 -0.50
O 7.046665 -3.138486 0.464156 -0.2 0.0 -0.1 0.07
C 5.391240 -1.470759 0.191053 -0.8 0.1 -0.4 -0.13
C 4.539999 -2.367978 -0.462589 0.4 0.1 0.2 0.01
C 3.382673 -1.890158 -1.041694 0.1 0.0 -0.1 -0.14
N 3.019699 -0.614636 -1.001765 0.2 -0.2 0.0 0.07
C 3.806716 0.231376 -0.353763 0.0 0.2 0.0 -0.13
C 5.000841 -0.131541 0.247422 0.2 -0.5 0.1 -0.01
H 8.261173 -1.571704 1.895734 -0.1 0.0 0.0 0.12
H 7.118700 -0.276403 1.807896 0.0 -0.1 0.0 0.09
H 4.809341 -3.411132 -0.525609 0.1 0.0 0.0 0.12
H 2.717269 -2.545317 -1.590441 0.0 -0.2 0.0 0.11
H 3.471162 1.260507 -0.329089 0.0 0.1 0.0 0.12
H 5.602710 0.625336 0.730377 0.0 0.1 0.0 0.11
```
Forces are in eV/Å.

Computed properties:
HOMO energy (alpha / beta): -0.2115 / -0.2127 hartree
largest force on an atom: 3.88 eV/A
energy relative to the best compared isomer or geometry (same formula, charge and spin): 0.0 kcal/mol
multiplicity: 2
net charge: 0
⟨S²⟩: 0.850
gap between HOMO and LUMO (alpha / beta): 0.152 / 0.181 Ha


[2]
ORCA calculation (ωB97M-V/def2-TZVPD) on a cluster of 3 separate species, C17H37Br2N9O2PS2 in total at a distorted geometry.

The geometry in XYZ format:
```
70
Properties=species:S:1:pos:R:3:forces:R:3:lowdin_charge:R:1
C 6.571460 1.865086 0.020851 -0.5 -0.1 -0.3 -0.09
C 5.111321 2.295169 -0.211307 0.3 -0.5 0.1 -0.24
C 4.159535 1.086563 -0.134582 0.5 0.7 -0.1 -0.19
C 4.090959 0.608670 1.304002 0.0 0.1 0.2 -0.13
N 3.121554 -0.439338 1.586364 -0.5 -0.6 -0.5 -0.05
N 3.679767 -1.738926 1.861370 0.6 0.5 0.1 0.15
C 3.915304 -2.459077 0.834026 -0.1 0.2 0.1 -0.36
C 3.426214 -2.247766 -0.560565 -0.1 -0.1 -0.1 -0.01
C 4.716918 -3.690411 1.069697 -0.7 -0.5 0.2 -0.02
C 1.807905 -0.319269 1.709584 0.8 0.2 0.0 -0.25
N 1.037952 -1.386885 2.027644 -0.2 0.2 -0.1 0.19
C -0.179977 -0.919964 2.123202 0.0 -0.1 -0.5 -0.47
P -1.463901 -2.174565 2.604384 0.7 -1.3 1.9 0.37
S -0.852378 -3.157651 4.156260 -0.1 0.3 -0.3 0.18
N -0.238896 0.396704 1.858442 -0.6 -0.2 0.1 -0.08
C -1.403635 1.239078 1.900946 -0.2 -0.2 0.4 -0.68
Br -2.085570 1.339446 3.745872 0.1 0.1 -0.1 0.81
C -2.578914 0.810841 1.011459 -0.5 0.7 -0.3 -0.75
C -3.410526 2.039609 0.604171 0.0 -0.7 0.0 -0.11
Br -2.001858 -0.143953 -0.596511 0.2 -0.1 0.1 0.79
N 1.059953 0.809421 1.581438 0.2 -0.3 0.2 0.09
C 1.317009 2.211387 1.271843 -1.1 0.5 -0.3 -0.16
C 0.768366 2.622843 -0.103175 0.2 0.6 0.1 -0.23
C 0.384168 4.120020 -0.170120 0.2 -0.1 -0.4 -0.52
S 1.471714 5.161813 0.851228 0.2 0.0 0.2 0.75
H 6.694049 0.865892 -0.397080 0.2 -0.1 0.1 0.07
H 7.263704 2.496809 -0.524676 0.1 0.2 0.2 0.08
H 6.830521 1.843138 1.073239 0.2 0.0 0.1 0.07
H 4.805024 3.024674 0.537552 0.0 0.3 -0.1 0.10
H 5.058290 2.735158 -1.202787 -0.3 0.2 0.0 0.11
H 3.194833 1.370460 -0.548506 -0.2 -0.2 0.1 0.08
H 4.599136 0.321502 -0.767556 -0.2 -0.3 -0.1 0.10
H 5.064338 0.208885 1.565836 0.0 -0.2 0.2 0.13
H 3.930400 1.424343 2.009159 -0.1 0.2 -0.1 0.13
H 2.656154 -1.490553 -0.654564 0.1 0.2 0.0 0.07
H 3.002636 -3.192475 -0.897509 0.0 -0.1 0.0 0.09
H 4.252262 -2.033398 -1.234292 0.1 0.1 -0.1 0.09
H 4.065922 -4.546759 0.879224 0.1 -0.1 -0.1 0.10
H 5.547853 -3.760029 0.374219 0.2 0.1 0.0 0.09
H 5.021755 -3.763507 2.105344 0.3 0.1 0.1 0.09
H -2.671127 -1.530568 2.890557 0.0 0.3 -0.8 -0.04
H -1.573799 -3.023227 1.491647 -0.2 0.7 -0.4 -0.01
H -1.162662 2.262854 1.659852 0.4 0.0 -0.1 0.07
H -3.268318 0.156303 1.524431 0.3 -0.5 0.1 0.05
H -4.171524 2.217162 1.357634 0.1 0.3 0.2 0.09
H -3.940969 1.790585 -0.307566 -0.1 0.2 -0.2 0.05
H -2.790910 2.917548 0.452529 0.0 0.1 -0.1 0.08
H 2.348905 2.496744 1.398068 0.2 -0.4 0.1 0.09
H 0.760796 2.796677 2.001648 0.2 0.0 0.3 0.10
H -0.132637 2.057978 -0.324031 0.0 -0.2 -0.2 0.06
H 1.488320 2.449159 -0.896707 0.1 -0.3 0.0 0.10
H -0.669080 4.264398 0.052410 0.0 0.1 0.4 0.06
H 0.523042 4.434094 -1.198812 -0.2 0.1 -0.1 0.07
H 0.650555 6.192342 1.081833 -0.1 -0.1 -0.1 -0.13
C -5.393316 -0.289995 -4.038473 0.1 0.0 -0.1 -0.69
O -6.471658 -0.019464 -4.518366 0.0 0.0 0.1 0.05
N -4.541120 -1.207733 -4.601031 -0.1 -0.1 0.1 0.15
N -4.930292 0.293099 -2.881826 0.0 -0.1 0.2 0.14
H -3.644867 -1.443853 -4.220466 0.0 0.0 0.0 0.09
H -4.844688 -1.652850 -5.447602 0.0 0.1 0.0 0.11
H -5.527575 0.968070 -2.441602 0.0 0.0 -0.1 0.10
H -4.042357 0.078794 -2.467037 0.0 0.0 -0.1 0.00
C -6.439847 -4.052469 -1.283498 0.0 0.0 -0.1 -0.69
O -6.765245 -4.848238 -0.425023 0.1 0.0 0.0 0.03
N -6.433489 -2.698046 -1.065972 0.2 0.1 0.0 0.15
N -6.050263 -4.434039 -2.539236 0.1 0.0 0.0 0.15
H -6.166715 -2.025253 -1.761217 -0.1 0.0 0.0 0.07
H -6.716875 -2.378917 -0.159640 -0.1 0.0 0.0 0.10
H -6.046479 -5.416676 -2.737793 0.0 0.0 0.0 0.10
H -5.787124 -3.787464 -3.258835 -0.1 0.0 0.0 0.08
```
Forces are in eV/Å.

Computed properties:
HOMO energy: -0.4231 hartree
largest force on an atom: 2.37 eV/A
net charge: +1
gap between HOMO and LUMO: 0.292 Ha


[3]
ORCA calculation (ωB97M-V/def2-TZVPD) on a structure of composition C17H37CrF3O4PS at a distorted geometry.

The geometry in XYZ format:
```
64
Properties=species:S:1:pos:R:3:forces:R:3:lowdin_charge:R:1
Cr -12.846328 -19.122729 -2.282264 -1.1 1.0 3.3 1.17
O -14.273500 -19.143832 -0.928657 2.1 -1.3 -2.0 -0.39
H -15.101167 -18.860225 -0.572639 -0.4 0.7 -0.2 -0.09
C -13.454798 -25.816545 0.914351 -0.2 0.5 0.2 -0.09
C -13.956537 -24.365538 0.862127 -0.9 -0.7 0.3 -0.27
C -14.796737 -24.137817 -0.405637 1.1 0.5 0.5 -0.23
C -15.139483 -22.655495 -0.656947 -0.6 -0.8 -1.2 -0.28
P -16.236407 -21.867730 0.510500 -0.1 0.3 1.6 1.04
C -17.344753 -23.115120 1.288428 0.4 0.4 -0.1 -0.25
C -18.550039 -22.579065 2.062287 0.1 0.5 0.7 -0.26
C -19.352113 -23.668551 2.795005 -0.5 0.4 -0.8 -0.24
C -20.324776 -23.007765 3.764905 -0.7 0.2 0.5 -0.11
C -15.150928 -21.111526 1.793838 -0.9 0.9 -0.1 -0.23
C -15.772368 -20.894816 3.181465 -0.5 -1.2 0.4 -0.26
C -14.781675 -20.408294 4.234963 -0.9 0.4 0.3 -0.24
C -15.544411 -19.789330 5.433126 0.7 -0.3 -0.9 -0.09
C -17.270169 -20.656881 -0.362308 -0.1 1.1 0.1 -0.24
C -17.855485 -19.445337 0.464319 0.3 -0.9 0.3 -0.21
C -17.291122 -18.082551 0.110882 1.0 0.5 -0.4 -0.28
C -18.053876 -16.903055 0.701833 0.2 -0.1 -0.2 -0.09
H -13.015559 -25.997465 1.893904 0.2 -0.2 -0.1 0.08
H -12.758909 -26.085740 0.121828 0.1 0.1 0.0 0.08
H -14.335240 -26.455558 0.821364 0.1 -0.2 0.0 0.08
H -13.200098 -23.600827 1.038696 0.2 -0.1 -0.3 0.11
H -14.645567 -24.312658 1.714274 0.1 0.3 0.1 0.09
H -15.676106 -24.776241 -0.338075 -0.1 0.1 -0.2 0.11
H -14.185603 -24.493419 -1.237749 -0.2 0.1 -0.2 0.12
H -15.706789 -22.587085 -1.594866 0.1 -0.1 -0.1 0.10
H -14.254441 -22.041807 -0.823812 0.0 0.1 0.4 0.09
H -16.723761 -23.674966 1.990746 0.1 -0.2 -0.2 0.09
H -17.648934 -23.777026 0.474158 -0.1 -0.1 0.1 0.11
H -19.192232 -21.948772 1.442315 -0.2 -0.3 -0.2 0.11
H -18.254080 -21.906025 2.871564 0.4 0.1 -0.2 0.09
H -18.683068 -24.364971 3.298713 0.0 -0.1 0.0 0.11
H -19.922692 -24.198447 2.028344 0.1 -0.4 0.2 0.11
H -20.681473 -22.045949 3.385469 0.1 0.0 -0.1 0.08
H -19.940264 -22.815153 4.768771 0.4 0.0 -0.2 0.08
H -21.243282 -23.567605 3.952743 0.2 -0.3 -0.2 0.08
H -14.887897 -20.112466 1.429683 0.1 -0.1 -0.3 0.08
H -14.207715 -21.655354 1.822825 -0.1 -0.3 0.1 0.09
H -16.230190 -21.821220 3.553830 0.5 -0.3 0.0 0.10
H -16.689847 -20.298170 3.165473 0.5 0.7 -0.3 0.09
H -14.140003 -19.622730 3.832513 0.2 -0.2 -0.1 0.10
H -14.189381 -21.253910 4.583828 0.3 0.1 -0.1 0.12
H -16.159060 -18.977039 5.045475 -0.1 0.1 0.3 0.07
H -14.787676 -19.395655 6.107625 -0.3 0.0 0.4 0.08
H -16.183819 -20.529959 5.909916 0.0 0.1 0.2 0.08
H -18.103788 -21.151845 -0.861072 0.2 -0.4 0.0 0.10
H -16.633036 -20.234140 -1.142835 0.0 -0.2 -0.1 0.07
H -17.678307 -19.645188 1.523051 -0.1 0.2 0.0 0.08
H -18.941614 -19.446004 0.373875 0.0 0.0 -0.2 0.12
H -17.097993 -17.948568 -0.961244 -0.7 -0.2 -0.2 0.12
H -16.262479 -17.956428 0.480446 -0.1 -0.3 0.4 0.10
H -17.628097 -15.963556 0.351298 0.1 0.0 0.1 0.08
H -17.918985 -16.956474 1.782582 -0.4 0.2 0.1 0.08
H -19.103451 -16.885604 0.409873 -0.1 -0.2 0.2 0.08
C -11.638517 -18.342646 1.628706 0.6 1.4 -0.9 -0.66
F -10.986098 -17.848504 2.671509 0.1 -0.3 0.1 0.16
F -11.846059 -19.640433 1.799982 -0.1 -0.2 -0.1 0.14
F -12.812899 -17.706933 1.548201 -0.3 -0.3 0.0 0.12
S -10.622572 -17.957685 0.065846 2.1 0.9 1.6 0.54
O -10.433061 -16.539322 -0.049973 -1.1 -0.5 0.1 -0.25
O -9.401179 -18.693565 0.253639 -1.0 -0.5 -0.3 -0.26
O -11.528418 -18.496862 -0.980676 -0.8 -1.0 -1.8 -0.47
```
Forces are in eV/Å.

Computed properties:
HOMO energy (alpha / beta): -0.4570 / -0.4596 hartree
largest force on an atom: 3.63 eV/A
multiplicity: 5
net charge: +1
⟨S²⟩: 6.013
gap between HOMO and LUMO (alpha / beta): 0.284 / 0.289 Ha


> Look up the net charge of the first one.

0